Record 1
{
  "formula": "C2H8NO2",
  "method": "wB97M-V/def2-TZVPD",
  "species": ["C", "O", "H", "H", "H", "N", "C", "O", "H", "H", "H", "H", "H"],
  "positions_angstrom": [[1.62286, 1.51607, 1.69688], [1.34185, 1.29551, 0.33587], [1.83529, 0.54625, 2.23754], [2.59883, 2.10989, 1.71916], [0.96425, 2.27248, 2.31882], [-1.60258, -1.03322, -2.06695], [-1.22188, -1.40610, -0.68988], [-0.35244, -0.46274, -0.15190], [-2.25325, -0.16539, -2.09488], [-0.79219, -0.80518, -2.69481], [-2.13732, -1.61976, -0.08344], [-0.69950, -2.49573, -0.75767], [0.69606, 0.24791, 0.23127]],
  "forces_ev_per_a": [[1.41, 1.18, -0.18], [-1.33, -2.16, 1.24], [-0.55, 0.99, -0.07], [-0.60, -0.72, 0.19], [0.26, -1.70, -1.07], [-1.56, 1.19, -1.22], [2.99, -0.31, -0.02], [-1.32, -1.13, 0.29], [1.74, -1.89, 0.39], [-0.89, -0.27, 1.45], [0.24, 0.55, -0.41], [-0.91, 1.88, -0.13], [0.52, 2.40, -0.47]],
  "e_homo_ev": -3.696,
  "total_energy_ha": -286.18368,
  "multiplicity": 1,
  "orbital_gap_ev": 8.2,
  "total_charge": -1
}

Record 2
{
  "formula": "C2H8NO2",
  "method": "wB97M-V/def2-TZVPD",
  "species": ["O", "C", "C", "N", "H", "H", "H", "H", "H", "H", "H", "H", "O"],
  "positions_angstrom": [[-1.04621, 0.84552, -0.55709], [-0.28089, 1.41889, 0.16298], [1.12743, 0.86903, 0.30149], [1.23170, -0.60400, 0.48569], [-0.51359, 2.33906, 0.70910], [1.63800, 1.18857, -0.61545], [1.75328, 1.42790, 1.00267], [0.37157, -1.04334, 0.85790], [1.35324, -1.14356, -0.36960], [1.93941, -0.78934, 1.19690], [-1.43773, -1.05410, -0.82145], [-1.38071, -2.57739, -0.92093], [-1.14024, -1.85055, -0.35174]],
  "forces_ev_per_a": [[-0.40, 0.29, 0.14], [0.19, -0.63, -0.09], [0.97, 1.45, -0.46], [-0.63, -0.13, 0.87], [-0.10, 0.18, -0.08], [-0.21, -0.56, -0.28], [-0.43, -0.55, 0.66], [-0.30, 0.34, -0.23], [0.42, 0.10, -0.17], [0.36, -0.29, -0.43], [-0.02, -0.20, 0.19], [-0.17, -0.53, -0.12], [0.32, 0.55, -0.01]],
  "e_homo_ev": -15.250,
  "total_energy_ha": -285.96328,
  "multiplicity": 1,
  "orbital_gap_ev": 11.0,
  "total_charge": 1
}

The records above give, respectively, energy relative to the best compared isomer or geometry (same formula, charge and spin) values of 39.9 34.6 kcal/mol.